(1)
Computed, not measured: a single C20H23NO4 molecule, with wB97M-V/def2-TZVPD.

Computed properties:
structure (SMILES)	COc1ccc(C(=O)OCC(=O)N[C@@H](C)CCc2ccccc2)cc1
energy relative to the best compared isomer or geometry (same formula, charge and spin)	0.7617	eV
LUMO	0.0212	hartree

```
! wB97M-V def2-TZVPD RIJCOSX def2/J DEFGRID3
* xyz 0 1
C -6.018 -1.632 0.720
H -7.015 -1.686 1.154
O -5.612 -0.291 0.868
C -4.396 0.082 0.405
C -3.481 -0.769 -0.214
C -2.265 -0.279 -0.650
C -1.939 1.062 -0.477
C -2.857 1.914 0.142
C -4.068 1.432 0.578
H -4.789 2.075 1.057
H -2.596 2.954 0.267
C -0.653 1.620 -0.934
O -0.343 2.785 -0.856
O 0.162 0.675 -1.451
C 1.414 1.109 -1.949
C 2.549 1.126 -0.920
O 3.699 1.265 -1.281
N 2.168 0.992 0.357
H 1.191 0.879 0.578
C 3.087 1.078 1.472
C 2.819 2.362 2.258
H 1.825 2.336 2.701
H 2.879 3.222 1.595
H 3.551 2.482 3.051
C 2.966 -0.153 2.373
H 3.599 0.005 3.248
H 1.933 -0.240 2.720
C 3.394 -1.454 1.684
C 2.440 -1.899 0.611
C 1.146 -2.287 0.940
C 0.263 -2.707 -0.037
C 0.661 -2.745 -1.362
C 1.948 -2.367 -1.700
C 2.832 -1.950 -0.720
H 3.834 -1.654 -0.993
H 2.269 -2.401 -2.731
H -0.027 -3.075 -2.128
H -0.737 -3.011 0.240
H 0.830 -2.269 1.974
H 3.458 -2.239 2.444
H 4.389 -1.319 1.256
H 4.087 1.121 1.028
H 1.324 2.128 -2.347
H 1.686 0.426 -2.755
H -1.557 -0.936 -1.129
H -3.710 -1.812 -0.364
H -6.067 -1.922 -0.334
H -5.353 -2.314 1.256
*
```

(2)
Computed, not measured: a molecular structure, C20H41IrN2P3S, with wB97M-V/def2-TZVPD.

Computed properties:
energy relative to the best compared isomer or geometry (same formula, charge and spin)	0.0000	eV
LUMO (spin up / spin down)	-0.4640 / -0.5778	hartree

```
! wB97M-V def2-TZVPD RIJCOSX def2/J DEFGRID3
* xyz 4 6
Ir 0.166 -0.030 0.661
P -0.531 1.836 1.755
P -2.161 -0.660 0.459
P 2.285 0.888 0.542
H 1.968 -1.522 -4.988
C 2.674 -1.577 -4.153
C 2.491 -2.358 -3.061
H 2.061 -3.367 -3.154
C -0.851 3.331 0.748
C -2.036 1.627 2.789
C 0.498 2.600 3.081
C -2.583 -2.148 -0.498
C -3.122 -1.114 1.965
C -2.961 0.757 -0.363
C 3.467 -0.030 -0.496
C 3.212 1.013 2.134
C 2.419 2.603 -0.117
H 3.619 -1.050 -4.253
H 2.985 -2.102 -2.121
H -1.280 4.099 1.407
H -1.545 3.102 -0.064
H 0.087 3.705 0.330
H -2.063 2.415 3.555
H -1.997 0.654 3.282
H -2.943 1.702 2.185
H -0.073 3.433 3.517
H 1.412 3.003 2.648
H 0.732 1.855 3.846
H -3.313 -2.765 0.062
H -1.699 -2.775 -0.678
H -3.064 -1.915 -1.463
H -3.866 -0.349 2.172
H -2.456 -1.241 2.814
H -3.639 -2.059 1.801
H -3.953 0.486 -0.732
H -2.352 1.115 -1.208
H -3.087 1.598 0.327
H 4.478 0.388 -0.394
H 3.180 0.024 -1.551
H 3.484 -1.075 -0.173
H 4.111 1.633 1.978
H 3.520 0.016 2.478
H 2.624 1.466 2.939
H 3.471 2.839 -0.330
H 2.073 3.337 0.622
H 1.832 2.710 -1.042
C -0.215 -0.874 -3.057
C -0.094 0.445 -3.518
C -1.061 0.901 -4.410
C -1.809 -0.035 -5.132
C -1.842 -1.388 -4.748
C -1.107 -1.805 -3.638
S 0.641 -1.360 -1.615
H -0.456 -0.960 -0.822
H 0.713 1.059 -3.144
H -1.174 1.985 -4.551
H -2.372 0.308 -6.007
H -2.463 -2.117 -5.271
H -1.196 -2.809 -3.189
N 0.708 -2.581 2.159
C 0.722 -3.142 3.381
C 0.519 -2.140 4.303
C 0.364 -0.950 3.606
N 0.484 -1.251 2.274
H 0.840 -3.035 1.253
H 0.873 -4.181 3.524
H 0.475 -2.232 5.357
H 0.174 0.057 3.984
*
```

(3)
Computed, not measured: 3 unconnected molecules or ions with the total composition C10H8N2O2, with wB97M-V/def2-TZVPD.

Computed properties:
energy relative to the best compared isomer or geometry (same formula, charge and spin)	3.4273	eV
LUMO (spin up / spin down)	-0.0505 / -0.0176	hartree

```
! wB97M-V def2-TZVPD RIJCOSX def2/J DEFGRID3
* xyz 0 1
C 2.881 0.929 -1.564
C -3.081 -0.339 0.928
C -2.936 -1.686 1.332
C -2.131 0.617 0.550
C -1.609 -2.127 1.202
C -0.812 0.116 0.421
C -0.519 -1.314 0.742
C 0.426 4.070 -0.913
C 1.799 -1.793 0.090
C 3.514 -0.271 -1.718
N 2.361 1.947 -1.374
N 0.719 -1.771 0.717
O 1.133 4.525 -0.117
O -0.366 3.647 -1.638
H -4.110 0.054 1.155
H -3.740 -2.361 1.669
H -2.472 1.665 0.388
H -1.378 -3.155 1.346
H -0.152 0.819 0.021
H 4.254 -0.476 -1.008
H 2.781 -2.153 0.311
H 3.440 -0.944 -2.540
*
```

(4)
Computed, not measured: a gas-phase ion, C10H13N2 (charge +1), with wB97M-V/def2-TZVPD.

Computed properties:
structure (SMILES)	NCCC1=[NH+]Cc2ccccc21
energy relative to the best compared isomer or geometry (same formula, charge and spin)	2.0533	eV
LUMO	-0.1633	hartree

```
! wB97M-V def2-TZVPD RIJCOSX def2/J DEFGRID3
* xyz 1 1
C 1.538 3.336 1.327
C 2.374 2.295 1.112
C 0.156 3.300 1.025
C 1.802 1.015 0.884
C -0.329 2.083 0.721
C 0.439 0.954 0.657
C -1.794 1.786 0.309
C 0.008 -1.528 0.254
C 0.413 -2.384 -1.270
C -0.431 -0.146 0.475
N -0.616 -2.720 -2.109
N -1.665 0.322 0.322
H 1.939 4.299 1.577
H 3.441 2.320 1.335
H -0.362 4.175 1.380
H 2.417 0.151 0.990
H -2.624 2.041 0.996
H -1.997 2.100 -0.761
H 1.080 -1.605 0.538
H -0.667 -2.264 0.799
H 0.997 -3.166 -0.853
H 1.054 -1.647 -1.836
H -1.337 -3.311 -1.851
H -2.536 -0.130 0.304
H -1.007 -1.800 -2.554
*
```

(5)
Computed, not measured: a molecular structure, C16H33Cl6NO11, with wB97M-V/def2-TZVPD.

Computed properties:
LUMO	0.0056	hartree

```
! wB97M-V def2-TZVPD RIJCOSX def2/J DEFGRID3
* xyz 0 1
Cl 2.208 3.003 -4.910
C 0.479 2.717 -4.550
C 0.406 2.124 -3.138
Cl 0.893 0.376 -2.985
H 0.053 2.138 -5.369
H 0.007 3.700 -4.525
H -0.660 2.103 -2.912
H 0.994 2.651 -2.387
Cl 1.778 3.150 2.472
C 2.961 2.359 1.408
C 2.099 1.515 0.389
Cl 1.232 2.386 -0.894
H 3.559 1.739 2.076
H 3.602 3.036 0.843
H 1.365 0.976 0.988
H 2.813 0.777 0.022
Cl -1.817 -2.309 0.374
C -2.000 -0.859 1.383
C -0.998 -0.875 2.557
Cl 0.632 -0.712 1.905
H -3.018 -0.956 1.759
H -1.827 -0.045 0.678
H -1.079 -1.823 3.088
H -1.072 0.021 3.173
C 0.258 0.257 -0.490
N -0.952 -0.301 -1.195
O -1.087 -1.488 -1.237
O -1.735 0.549 -1.598
H 0.988 -0.485 -0.165
H 0.025 0.829 0.407
H 0.691 0.917 -1.242
C 2.006 -1.918 0.146
O 3.275 -1.311 0.448
C 3.661 -1.150 1.667
O 3.039 -1.580 2.658
O 4.755 -0.440 1.697
C 5.108 0.190 2.961
H 2.028 -3.005 0.060
H 1.706 -1.580 -0.846
H 1.201 -1.739 0.859
H 4.351 0.912 3.266
H 6.055 0.720 2.854
H 5.187 -0.624 3.683
C -0.158 2.209 4.429
O 0.096 2.106 2.990
C -0.963 1.796 2.139
O -2.075 1.326 2.460
O -0.601 2.025 0.919
C -1.520 1.896 -0.133
H -0.968 2.917 4.603
H 0.707 2.648 4.925
H -0.365 1.217 4.832
H -2.229 1.075 -0.027
H -0.967 1.773 -1.064
H -2.150 2.779 -0.241
C -1.378 -3.266 -1.507
O -2.531 -2.777 -2.128
C -3.526 -3.472 -2.541
O -3.742 -4.694 -2.476
O -4.411 -2.574 -3.130
C -5.564 -3.069 -3.799
H -0.743 -2.455 -1.153
H -0.847 -3.978 -2.139
H -1.714 -3.758 -0.594
H -5.256 -3.721 -4.617
H -6.208 -2.228 -4.054
H -6.053 -3.718 -3.073
*
```

(6)
Computed, not measured: 10 unconnected molecules or ions with the total composition C30H80O10, with wB97M-V/def2-TZVPD.

Computed properties:
structure (SMILES)	CC(C)O.CC(C)O.CC(C)O.CC(C)O.CC(C)O.CC(C)O.CC(C)O.CC(C)O.CC(C)O.CC(C)O
energy relative to the best compared isomer or geometry (same formula, charge and spin)	2.0125	eV
LUMO	0.0176	hartree

```
! wB97M-V def2-TZVPD RIJCOSX def2/J DEFGRID3
* xyz 0 1
C 14.025 -27.314 23.447
C 12.886 -26.789 22.602
C 13.295 -26.454 21.185
O 11.897 -27.827 22.665
H 13.741 -27.462 24.489
H 14.887 -26.657 23.613
H 14.440 -28.235 23.035
H 12.427 -25.913 23.077
H 12.574 -25.880 20.606
H 13.519 -27.366 20.626
H 14.250 -25.922 21.221
H 11.002 -27.484 22.606
C 19.192 -24.337 21.466
C 20.585 -23.879 21.971
C 20.509 -22.541 22.731
O 21.124 -24.891 22.789
H 18.730 -23.521 20.899
H 18.479 -24.596 22.253
H 19.296 -25.200 20.808
H 21.101 -23.804 21.012
H 21.369 -21.954 22.408
H 20.511 -22.691 23.808
H 19.608 -22.036 22.388
H 20.696 -24.843 23.661
C 16.477 -23.401 30.297
C 15.435 -22.959 29.286
C 14.601 -24.147 28.818
O 14.583 -21.963 29.851
H 16.129 -24.109 31.045
H 16.953 -22.547 30.782
H 17.250 -23.841 29.661
H 15.911 -22.503 28.409
H 15.160 -25.089 28.793
H 14.183 -24.029 27.817
H 13.779 -24.325 29.515
H 13.884 -21.792 29.199
C 19.618 -22.079 28.962
C 19.342 -22.977 27.736
C 18.453 -22.262 26.742
O 20.576 -23.354 27.106
H 18.781 -21.460 29.278
H 20.520 -21.468 28.880
H 19.813 -22.739 29.815
H 18.870 -23.876 28.142
H 17.819 -21.460 27.125
H 17.826 -22.946 26.169
H 19.086 -21.690 26.053
H 21.222 -23.339 27.820
C 12.069 -26.201 26.638
C 11.258 -25.124 25.884
C 9.941 -24.793 26.553
O 12.048 -23.919 25.826
H 12.952 -25.777 27.112
H 12.325 -27.038 25.991
H 11.465 -26.620 27.447
H 11.075 -25.402 24.842
H 9.508 -23.908 26.077
H 9.967 -24.633 27.628
H 9.213 -25.568 26.297
H 12.873 -24.141 25.294
C 19.252 -17.390 23.795
C 19.419 -18.847 23.348
C 18.147 -19.626 23.476
O 19.822 -18.894 21.983
H 20.242 -16.925 23.777
H 18.895 -17.307 24.822
H 18.618 -16.816 23.120
H 20.234 -19.248 23.960
H 17.256 -19.286 22.956
H 17.851 -19.629 24.535
H 18.241 -20.702 23.317
H 20.663 -18.456 21.827
C 16.109 -23.220 23.265
C 14.782 -22.826 23.914
C 13.667 -22.618 22.904
O 14.353 -23.877 24.807
H 15.957 -24.096 22.635
H 16.784 -23.546 24.062
H 16.568 -22.400 22.714
H 14.854 -21.959 24.579
H 13.689 -21.633 22.443
H 12.707 -22.670 23.425
H 13.596 -23.382 22.128
H 14.849 -23.801 25.631
C 12.008 -20.582 25.662
C 12.230 -20.576 27.153
C 10.952 -20.442 27.960
O 12.826 -21.817 27.580
H 11.048 -21.036 25.402
H 12.762 -21.183 25.156
H 12.082 -19.588 25.215
H 12.946 -19.774 27.359
H 11.054 -20.634 29.025
H 10.346 -21.292 27.615
H 10.332 -19.569 27.745
H 12.603 -22.534 26.960
C 20.119 -27.567 25.341
C 19.076 -26.452 25.194
C 18.050 -26.450 26.328
O 19.740 -25.189 25.212
H 19.645 -28.537 25.167
H 20.530 -27.606 26.352
H 20.909 -27.439 24.603
H 18.589 -26.529 24.223
H 17.451 -25.549 26.162
H 18.473 -26.388 27.333
H 17.367 -27.302 26.343
H 20.051 -24.993 26.109
C 14.753 -19.203 21.889
C 13.370 -18.773 21.446
C 12.961 -17.385 21.952
O 13.409 -18.767 20.019
H 15.081 -20.220 21.689
H 14.868 -19.008 22.964
H 15.544 -18.562 21.486
H 12.646 -19.456 21.911
H 13.249 -17.231 22.997
H 11.876 -17.361 22.088
H 13.314 -16.582 21.309
H 12.945 -17.983 19.712
*
```

(7)
Computed, not measured: 2 unconnected molecules or ions with the total composition C11H18, with wB97M-V/def2-TZVPD.

Computed properties:
structure (SMILES)	Cc1ccccc1.CC(C)C
energy relative to the best compared isomer or geometry (same formula, charge and spin)	0.4862	eV
LUMO	0.0347	hartree

```
! wB97M-V def2-TZVPD RIJCOSX def2/J DEFGRID3
* xyz 0 1
C -1.278 -1.063 -0.358
C -0.937 -0.945 -1.845
C -2.771 -1.313 -0.106
C -0.479 -2.186 0.312
H -1.030 -0.104 0.105
H -0.058 -0.304 -1.948
H -3.056 -2.360 -0.240
H -2.990 -1.069 0.938
H -3.407 -0.711 -0.755
H 0.587 -1.995 0.214
H -0.809 -2.384 1.329
H -0.687 -3.085 -0.274
H -1.674 -0.426 -2.449
H -0.700 -1.928 -2.255
C 2.934 -0.153 0.809
C 0.560 2.326 -0.825
C -0.342 2.630 0.179
C 1.636 1.468 -0.637
C 1.954 0.973 0.607
C 0.030 2.197 1.464
C 1.195 1.486 1.678
H 0.310 2.630 -1.833
H -1.211 3.246 0.013
H 2.132 1.149 -1.530
H -0.689 2.244 2.276
H 2.992 -0.446 1.854
H 3.881 0.013 0.301
H 1.425 1.121 2.673
H 2.485 -1.012 0.303
*
```

(8)
Computed, not measured: a single C20H23N3OS2 molecule, with wB97M-V/def2-TZVPD.

Computed properties:
structure (SMILES)	COCCCNc1nc(SCc2ccccc2)nc2sc3c(c12)CCC3
energy relative to the best compared isomer or geometry (same formula, charge and spin)	0.2230	eV
LUMO	0.0218	hartree

```
! wB97M-V def2-TZVPD RIJCOSX def2/J DEFGRID3
* xyz 0 1
C -6.247 -1.950 1.992
H -5.703 -1.154 2.514
O -5.425 -2.657 1.098
C -5.033 -1.935 -0.044
C -3.999 -0.838 0.233
H -4.439 -0.061 0.864
H -3.154 -1.278 0.766
C -3.502 -0.212 -1.071
N -2.526 0.824 -0.840
C -1.199 0.580 -0.844
N -0.776 -0.608 -1.258
C 0.531 -0.830 -1.309
N 1.496 0.010 -0.991
C 1.083 1.190 -0.557
C -0.266 1.575 -0.454
C -0.377 2.903 0.034
C 0.827 3.472 0.290
S 2.183 2.443 -0.044
C 0.730 4.854 0.833
H 1.403 5.552 0.335
H 0.968 4.864 1.900
C -0.756 5.190 0.578
H -1.188 5.761 1.397
H -0.838 5.788 -0.330
C -1.493 3.846 0.366
H -2.234 3.921 -0.431
H -2.002 3.527 1.281
S 0.993 -2.419 -1.856
C 2.801 -2.356 -1.544
C 3.100 -2.230 -0.085
C 3.795 -1.133 0.403
C 4.045 -1.011 1.759
C 3.603 -1.984 2.638
C 2.911 -3.083 2.157
C 2.659 -3.204 0.803
H 2.105 -4.052 0.426
H 2.562 -3.845 2.839
H 3.794 -1.886 3.697
H 4.581 -0.149 2.129
H 4.131 -0.366 -0.279
H 3.198 -1.514 -2.109
H 3.172 -3.295 -1.954
H -2.835 1.663 -0.374
H -4.342 0.220 -1.625
H -3.015 -0.971 -1.685
H -5.916 -1.494 -0.534
H -4.597 -2.681 -0.712
H -7.109 -1.511 1.475
H -6.597 -2.676 2.724
*
```

(9)
Computed, not measured: 2 unconnected molecules or ions with the total composition C5H14O, with wB97M-V/def2-TZVPD.

Computed properties:
structure (SMILES)	CC(C)O.CC
energy relative to the best compared isomer or geometry (same formula, charge and spin)	0.7655	eV
LUMO	0.0370	hartree

```
! wB97M-V def2-TZVPD RIJCOSX def2/J DEFGRID3
* xyz 0 1
C -1.911 -0.807 -0.333
C -0.465 -0.376 -0.304
C -2.868 0.382 -0.320
O -2.058 -1.588 -1.550
H -2.153 -1.489 0.474
H -0.265 0.139 -1.248
H -3.492 0.382 -1.223
H -3.528 0.415 0.539
H -2.344 1.343 -0.315
H -3.004 -1.681 -1.755
H 0.173 -1.254 -0.377
H -0.310 0.211 0.590
C 2.442 1.180 0.874
C 3.151 -0.109 0.517
H 3.094 2.030 0.983
H 1.620 1.515 0.248
H 2.062 1.140 1.895
H 3.997 -0.312 1.167
H 2.505 -0.985 0.690
H 3.356 -0.138 -0.552
*
```

(10)
Computed, not measured: 2 unconnected molecules or ions with the total composition C7H16NO3PS, with wB97M-V/def2-TZVPD.

Computed properties:
energy relative to the best compared isomer or geometry (same formula, charge and spin)	7.3530	eV
LUMO (spin up / spin down)	-0.0655 / 0.0020	hartree

```
! wB97M-V def2-TZVPD RIJCOSX def2/J DEFGRID3
* xyz 0 1
C -0.689 1.664 -0.459
C -2.049 -0.087 0.280
C -1.398 1.650 -1.836
C -2.608 -0.190 -1.100
C 0.566 -0.935 2.026
C 0.104 0.415 1.425
C 2.012 -1.005 2.193
N -0.684 0.359 0.200
O 2.966 0.767 -0.483
O 1.405 -1.078 -1.200
O -2.656 1.038 -1.758
P 4.092 -1.464 -1.915
S 2.826 -0.655 -0.373
H 0.323 1.751 -0.591
H -1.265 2.412 0.176
H -2.871 0.522 0.727
H -2.109 -1.024 0.783
H -1.439 2.651 -2.408
H -0.905 1.042 -2.656
H -2.187 -0.911 -1.780
H -3.561 -0.544 -0.890
H -0.074 -1.229 2.822
H 0.352 -1.757 1.213
H 0.888 1.038 1.153
H -0.462 0.742 2.328
H 2.440 -1.848 2.548
H 2.482 -0.132 2.400
H 0.647 -0.419 -1.337
H 3.853 -2.771 -1.488
*
```

Here are the calculated strongest force on any atom numbers, same order: 0.76 3.61 5.90 4.63 16.60 2.06 1.66 0.77 1.34 4.63 (eV/A).
Here are the calculated E_tot numbers, same order: -1131.67415 -2420.97683 -645.69283 -498.07390 -4271.87361 -1943.34866 -429.92275 -1811.82102 -274.11393 -1296.08329 (a.u.).